# 1
Here is a molecular structure, C42H61N4O5PS2ScSi at a distorted geometry from the Open Molecules 2025 dataset. Energies are from wB97M-V/def2-TZVPD.

Atoms and positions in Å:
C -2.192559 0.346901 0.065264
C 1.654142 -2.641511 -3.173248
C 0.759226 -3.012084 -5.788405
H -3.588482 1.313256 -2.968620
C 2.051640 -2.560166 -5.535376
H -1.422905 -5.195899 5.809293
H 2.847594 0.043626 -3.204625
C -3.913472 1.726788 1.113026
C 0.355175 3.060004 4.611064
H 5.336184 2.251499 4.235097
H -1.017957 -6.205057 4.424918
C -0.718252 -5.314907 4.984403
H 1.917620 5.066332 1.496157
O -0.093389 2.098948 -0.811022
H -3.381257 -1.520380 1.456592
H -1.060974 -3.289691 -0.437291
H -0.242724 -3.364880 -2.562280
C 1.753708 4.865056 2.553050
C 2.610173 1.611443 2.310180
C 1.299135 3.919208 -2.271902
C -2.157249 0.759795 2.446262
C -0.686822 -4.095249 4.106415
H 2.713554 -2.349053 -6.365186
H -2.565478 -2.964269 0.393232
C -3.295842 1.525144 2.347076
H 3.516281 -2.059987 -4.051035
C -0.974362 3.868007 1.964983
H -2.237701 2.281297 -2.383072
C -2.438481 -2.026761 -1.555491
C 4.723452 1.813705 3.454801
C -1.876210 -2.389391 2.806303
H -0.707092 3.087395 4.849570
C 3.204483 1.469817 -1.675365
H 2.334530 3.591140 -2.189230
H -2.139588 -0.507641 -3.571370
H 0.848159 3.817076 5.220130
H -4.494884 -2.637953 -1.757935
O 2.440116 1.801769 -0.712274
H 2.729666 4.771943 3.016105
H 5.438360 -0.244188 -0.152618
C 0.501353 -3.527992 3.678558
H 2.675243 -2.422556 2.921113
H -3.823429 1.286192 -0.954375
H 4.080242 -0.456683 -2.033068
H -3.667918 -1.223194 3.152057
H -2.156529 -2.359081 -2.561865
N 2.070326 -0.690558 -1.371108
H -3.708425 1.988647 3.235066
H -2.422309 1.962701 -4.108944
H 0.300307 1.223271 -3.027802
H -1.874799 4.147904 -0.515155
H 1.445597 -3.952576 4.000535
H 0.733739 2.087906 4.919837
C 3.094583 0.012873 -2.129630
H 0.982999 -3.716166 -7.806522
O 3.961907 2.227294 -2.279165
C -3.333240 1.144054 -0.004730
H -2.555887 -4.092600 -0.953730
H 1.256281 5.732105 2.988113
C 2.504342 -2.380023 -4.239348
H 5.733788 -1.341476 1.190720
P -1.346350 -0.522887 -1.318323
H -1.766929 3.906747 2.706772
C -1.606707 0.105044 1.331071
H -4.981473 3.579384 1.364625
H 6.304292 0.583751 2.640234
C -1.659373 0.291319 -2.994087
H 4.192366 -1.392947 0.324886
C 4.971356 -0.737121 0.701222
N 1.327612 1.916132 2.016703
C -0.060140 -3.312262 -4.709303
H 1.927172 -0.821505 2.882819
S 0.407622 3.528910 -0.752384
H -3.933590 -2.833592 2.485778
H -4.260350 -1.309659 -0.622650
C 5.267656 0.879476 2.580216
H 2.978633 2.882311 4.031953
C -2.532629 1.533347 -3.109885
H -0.413829 0.964332 -4.632037
C -5.155788 2.566270 0.997336
C -1.846247 -3.494393 3.651961
H -5.978053 2.145976 1.579362
C -2.127418 -3.157916 -0.582510
N -0.518129 -0.758004 1.460814
H 0.122578 -2.189182 -7.663315
H 0.276425 -0.388441 -3.727202
H 1.245731 5.000311 -2.381221
H -0.864873 4.866875 1.543894
C -3.931384 -1.719038 -1.576920
C 1.855102 -1.840059 2.496497
H -5.483201 2.638195 -0.040759
H -1.058370 -3.694898 -4.888452
H 0.804129 3.430613 -3.107581
C 3.407655 2.178862 3.340022
H -4.192707 -1.006824 -2.360041
H -2.800885 -3.914576 3.954594
C -1.087997 4.449926 -1.196917
N 3.142106 0.627699 1.539742
C 0.267605 -3.165319 -7.198065
O 3.484062 -2.789447 -1.363393
H -0.683620 -3.695054 -7.225369
Sc 1.107534 0.377706 0.245779
Si 0.655276 3.329767 2.748497
H -1.303007 3.190446 1.187220
H -1.362890 4.213841 -2.219351
H 2.009609 -1.829031 1.411128
H -0.889153 5.512358 -1.090045
O 1.120250 -2.829698 -0.640500
H -1.679848 0.602682 3.403871
S 2.138532 -2.271803 -1.498050
C -3.281243 -1.958874 2.444172
C 4.431354 0.296794 1.640033
C 0.379874 -3.126803 -3.408401
C -0.650830 -1.804058 2.371188
C 0.532357 -2.423796 2.849758
C -0.291391 0.537261 -3.633967
H 0.265857 -5.510295 5.410473

Atoms 1-2, force components in eV/Å:
C 0.1 0.0 0.0
C -0.1 0.1 0.1

As for the charge: -1. The LUMO energy is 2.1817 eV. Its energy is -120288.305 eV. Its HOMO-LUMO gap is 6.0585 eV. For the energy above the lowest of the compared OMol25 structures with the same formula, charge and spin, the calculation gives 12.23 kcal/mol. The spin multiplicity is 1. For the HOMO energy, the calculation gives -3.88 eV.

# 2
Here is a molecular structure, C24H70IO10PSi2 from the Open Molecules 2025 dataset. Energies are from wB97M-V/def2-TZVPD.

Atoms and positions in Å:
H -2.766009 -1.227786 4.156027
H -1.944417 0.425417 -4.562876
H 2.456390 -1.241424 0.156211
H 7.628073 -3.122702 3.915726
C -3.022234 -1.767718 10.381177
H 2.756923 6.716317 -5.087711
H 0.855913 1.727547 -2.414542
H -7.548808 0.214865 -1.080720
H -5.891927 -0.410807 -4.412935
O -0.203289 0.007327 -0.236427
C -2.363886 -0.994579 -0.718451
H 6.824433 -2.647211 1.583358
H 6.420733 -0.217991 1.830085
H 4.180395 -1.251766 -0.213645
H 2.856883 1.633417 -2.262828
O 4.900021 -2.394541 2.067910
H 0.019818 -0.752164 0.319832
C -2.624555 -2.665292 5.745770
C 6.569852 -3.166403 3.649431
H -2.776290 0.031367 6.333644
P 0.224895 -2.208356 -5.236518
H -2.366953 -2.080795 11.200512
H -3.135002 -2.608640 9.694619
H 3.113117 -2.455891 -0.951475
O 0.648429 0.831973 -4.971182
C 2.916322 -0.480749 -1.809957
I -0.355207 -1.682261 -7.533893
H -1.847774 1.477162 10.033054
C 0.492078 2.442806 -3.159167
H 0.357471 4.902186 -4.559863
H -1.476395 1.343869 1.679747
Si 4.105371 -4.722845 -6.811420
H -1.123235 -0.518317 6.637722
C -5.405886 0.353274 -3.802243
H -7.650073 1.309028 -2.469291
H -2.066683 -1.173617 -1.754386
O -1.182640 -0.911422 9.054074
C -7.295993 0.327896 -2.136486
H -2.140981 -1.897841 -0.141232
O -0.329237 -3.785729 -5.104118
H 4.024221 1.193531 -1.004712
H -5.376660 2.056869 -1.835485
H 0.178114 -4.299812 -4.471194
C -1.434849 0.942007 -3.746173
O 2.675824 -4.084258 -6.239162
H 0.956220 -0.603631 -1.711823
O -0.862895 -1.850547 4.292565
C 6.637402 -0.829251 2.708009
C 6.268759 -2.280976 2.452020
H -0.169924 3.153521 -2.657905
H 6.304931 -4.203194 3.435068
H -5.448190 -0.750243 -1.965235
H 7.697190 -0.728395 2.951683
H 2.779888 5.195518 -4.181604
C 2.282957 5.733872 -4.990858
H 1.351080 2.987288 -3.557528
H -4.000073 -1.527277 10.804008
Si 2.455982 -2.562239 -5.593702
H -1.769544 -0.381380 1.922393
H 2.440183 5.186560 -5.922676
H -2.142507 1.611763 -3.251176
H -7.828353 -0.435310 -2.708099
H 0.477191 7.635260 -5.923121
H -0.567749 -1.163752 9.754183
H 4.578145 -5.776782 -5.890307
H -1.589395 0.387329 11.404796
C -2.018993 0.479216 1.292295
O -5.106379 1.178947 -1.538773
C -2.071862 -1.486339 4.961427
H -1.461911 0.563601 5.270153
H -3.441152 -0.820484 -0.689963
C -1.845508 -0.277247 5.851182
H -3.072335 -0.296699 8.820731
H -1.919793 -2.955432 6.531673
C -1.623917 0.200431 -0.144401
C 0.070014 6.625880 -5.802872
H -2.783515 -3.523309 5.090190
H 5.121099 -3.647214 -6.887475
H -1.824808 1.080485 -0.762259
H -5.707463 1.334861 -4.183462
C 0.802007 5.892856 -4.691430
C -5.794991 0.217328 -2.340863
C -2.266654 0.630561 10.579661
H 3.634445 -0.689520 -2.609042
H 6.057191 -0.435176 3.548767
H -3.090649 0.672631 1.371452
C -2.427501 -0.569087 9.662160
H -0.219857 -2.083756 4.973591
H 5.988540 -2.837452 4.517014
H 0.175401 6.102064 -6.755291
C -0.232807 1.707409 -4.271986
H 4.356417 -2.081710 2.801601
H -0.561021 2.425607 -5.031366
O 0.604594 6.542963 -3.437413
H -4.326797 0.259123 -3.920512
H -0.992105 6.714207 -5.567222
C 3.030589 0.979961 -1.404973
H 3.000633 -1.504809 -6.469243
H -1.105209 0.190844 -3.021071
C 3.188570 -1.411593 -0.640678
H 3.883281 -5.301287 -8.149739
H 0.942527 0.163285 -4.331010
H 0.984166 7.428106 -3.498372
H -3.573405 -2.408311 6.222343
H 2.286234 1.215793 -0.638033
O 1.641837 -0.758489 -2.385016
H 3.134021 -2.489801 -4.275847
H -3.226044 0.929635 11.007275

Atoms 1-2, force components in eV/Å:
H 0.1 0.0 0.0
H 0.0 0.0 0.0

The LUMO energy is 0.4477 eV. Its energy is -79645.399 eV. Its HOMO-LUMO gap is 8.3866 eV. The spin multiplicity is 1. For the HOMO energy, the calculation gives -7.94 eV.

# 3
Here is 2 unconnected molecules or ions with the total composition C2H2Cl6Si2 at a distorted geometry from the Open Molecules 2025 dataset. Energies are from wB97M-V/def2-TZVPD.

Atoms and positions in Å:
Si -0.719928 -0.494075 0.518118
Cl -0.780874 3.118632 -1.607199
Si -0.098602 2.500635 0.222674
Cl -1.619262 -1.414156 2.092595
Cl 1.662296 3.444070 0.342492
C 0.882206 -1.410331 0.064752
H -0.046705 -1.130071 -1.747120
Cl -1.606601 3.035477 1.475833
H -0.896563 -2.542134 -1.071965
Cl 1.277848 -2.740547 1.206225
C -0.343418 -1.662508 -0.857294
Cl 2.289604 -0.704993 -0.639111

Atoms 1-2, force components in eV/Å:
Si 1.9 1.8 -0.4
Cl 0.0 -0.3 -0.2

The LUMO energy is -1.9767 eV. Its energy is -92999.055 eV. Its HOMO-LUMO gap is 6.9722 eV. For the energy above the lowest of the compared OMol25 structures with the same formula, charge and spin, the calculation gives 53.60 kcal/mol. The spin multiplicity is 1. For the HOMO energy, the calculation gives -8.95 eV.